The following is a DFT calculation (ωB97M-V/def2-TZVPD) of a structure of composition C28H27ClF6N3OPdSb.

## Properties
* expectation value of S²: 8.860
* net charge: +1
* spin multiplicity: 6
* HOMO energy (alpha / beta): -11.1 / -12.0 eV
* strongest force on any atom: 0.8 eV/Å
* orbital gap (alpha / beta): 7.224 / 6.072 eV

Each line ends with the Löwdin spin population.
Element x y z (Å)
Sb: -3.37 2.17 1.49  0.00
Pd: -0.82 0.64 0.40  1.56
Cl: -1.56 -4.67 5.47  0.11
F: -3.84 2.79 3.18  0.00
F: -2.07 3.52 1.26  0.00
F: -1.88 1.23 2.40  0.06
F: -4.66 3.15 0.59  0.00
F: -2.73 1.58 -0.31  0.05
F: -4.34 0.57 1.61  0.00
O: -2.07 -1.08 1.02  0.30
N: 0.54 2.39 0.51  0.09
N: -0.21 -0.32 -1.42  1.19
N: 0.66 -0.03 1.83  0.16
C: -2.92 -3.49 3.47  -0.02
C: 1.59 2.16 1.35  0.01
C: 0.39 3.58 -0.03  0.01
C: 0.49 -2.90 -3.87  -0.01
C: -1.71 -3.56 4.19  0.22
C: -0.20 -3.36 -0.48  0.02
C: 1.23 1.34 -3.37  0.01
C: 0.94 -0.14 -3.52  0.18
C: -1.93 -1.76 2.05  0.08
C: 1.72 0.89 1.99  0.00
C: -0.06 -2.32 -2.76  0.18
C: -0.65 -2.69 3.91  0.01
C: 2.85 0.63 2.73  0.02
C: 0.19 -0.89 -2.51  0.17
C: 1.45 -0.81 -4.60  0.00
C: 2.28 1.56 -2.27  0.01
C: -2.33 -2.62 -1.70  0.02
C: -0.72 -1.78 2.88  0.13
C: 0.37 -0.82 2.79  0.00
C: 2.35 4.43 1.02  0.00
C: -0.02 2.20 -3.17  0.02
C: 2.56 3.16 1.60  0.00
C: -0.90 -3.16 -1.83  0.01
C: -3.03 -2.62 2.44  0.15
C: 3.83 1.61 2.94  0.00
C: 1.26 4.65 0.22  0.00
C: 1.25 -2.17 -4.79  0.20
C: 3.67 2.86 2.41  0.02
H: 0.32 -3.95 -4.04  0.00
H: -0.82 -3.98 0.18  0.00
H: 3.00 -0.36 3.14  0.00
H: -0.46 3.70 -0.69  0.00
H: 0.76 -3.86 -0.62  0.00
H: -2.94 -3.29 -1.10  0.00
H: -2.35 -1.64 -1.24  0.00
H: 0.24 3.26 -3.20  0.00
H: -0.02 -2.41 0.01  0.00
H: 1.67 -2.67 -5.65  0.01
H: -2.80 -2.53 -2.69  0.00
H: 3.20 1.03 -2.51  0.00
H: 2.01 -0.25 -5.33  0.00
H: -0.75 2.02 -3.97  0.00
H: 3.07 5.22 1.21  0.00
H: 1.06 5.61 -0.22  0.00
H: 0.24 -2.74 4.52  0.00
H: -0.98 -4.14 -2.30  0.00
H: 2.52 2.63 -2.18  0.00
H: 1.92 1.20 -1.31  0.00
H: -3.75 -4.13 3.75  0.00
H: 0.96 -0.75 3.70  0.00
H: -0.52 1.99 -2.23  0.00
H: 4.41 3.64 2.59  0.00
H: -3.94 -2.52 1.85  0.01
H: 1.67 1.65 -4.32  0.00
H: 4.69 1.38 3.55  0.00

***

The following is a DFT calculation (ωB97M-V/def2-TZVPD) of a structure of composition C28H27CoN3OTe.

## Properties
* expectation value of S²: 3.762
* net charge: 0
* spin multiplicity: 4
* HOMO energy (alpha / beta): -7.1 / -7.3 eV
* energy above the lowest of the compared OMol25 structures with the same formula, charge and spin: 0.000 eV
* strongest force on any atom: 0.4 eV/Å
* orbital gap (alpha / beta): 7.313 / 7.288 eV

Each line ends with the Löwdin spin population.
Element x y z (Å)
Te: -0.71 -2.64 -0.27  0.03
Co: 0.05 0.07 -0.04  2.65
O: 1.58 -1.13 3.54  0.02
N: 0.12 -0.54 1.86  0.05
N: -2.13 0.08 0.64  0.04
N: 2.11 -0.53 0.08  0.04
C: -0.24 2.69 0.77  0.02
C: -4.36 0.93 0.55  0.00
C: 4.76 -0.66 0.84  0.00
C: -0.32 4.57 -3.21  0.00
C: 3.08 -0.48 -0.83  0.01
C: 0.23 2.79 -1.64  0.01
C: 3.76 -0.75 1.79  0.00
C: -0.56 6.03 2.51  0.00
C: -1.00 -3.96 -1.92  0.01
C: -2.24 -0.05 1.97  0.00
C: 0.71 4.18 -4.05  0.01
C: 0.01 4.12 1.13  0.00
C: 2.44 -0.68 1.37  0.01
C: 1.49 3.08 -3.70  0.00
C: 1.24 6.19 0.94  0.00
C: 4.42 -0.54 -0.49  0.00
C: -0.76 4.71 2.13  0.00
C: -0.56 3.88 -2.02  0.01
C: -4.47 0.80 1.93  0.00
C: -0.05 2.05 -0.39  0.05
C: 1.03 4.88 0.55  0.00
C: 1.24 2.40 -2.52  0.01
C: 1.31 -0.80 2.39  0.01
C: -3.17 0.57 -0.05  0.00
C: 0.45 6.78 1.91  0.00
C: -1.04 -0.60 2.71  0.01
C: 1.01 -3.71 0.38  0.00
C: -3.40 0.31 2.64  0.00
H: -0.89 -0.05 3.64  0.00
H: 1.79 -3.66 -0.37  0.00
H: 1.35 -3.28 1.32  0.00
H: -1.37 4.19 -1.37  0.00
H: 0.71 -4.75 0.55  0.00
H: 1.66 4.42 -0.20  0.00
H: 0.89 4.71 -4.97  0.00
H: -1.18 -4.96 -1.53  0.00
H: -3.02 0.67 -1.12  0.00
H: -1.18 6.47 3.27  0.00
H: 1.85 1.54 -2.26  0.00
H: 2.77 -0.41 -1.87  0.00
H: -5.17 1.32 -0.05  0.00
H: -1.88 -3.63 -2.48  0.00
H: -3.45 0.20 3.72  0.00
H: 2.28 2.76 -4.36  0.00
H: 5.18 -0.48 -1.27  0.00
H: 3.95 -0.89 2.85  0.00
H: 5.80 -0.70 1.14  0.00
H: -0.61 2.12 1.62  0.00
H: 0.62 7.80 2.21  0.00
H: -5.38 1.09 2.43  0.00
H: 2.04 6.76 0.48  0.00
H: -1.54 4.12 2.60  0.00
H: -1.27 -1.63 3.01  0.00
H: -0.95 5.41 -3.47  0.00
H: -0.13 -3.96 -2.58  0.00

***

The following is a DFT calculation (ωB97M-V/def2-TZVPD) of a cluster of 2 separate species, C28H27F2N2O2 in total at a distorted geometry.

## Properties
* net charge: +1
* HOMO energy: -9.5 eV
* energy above the lowest of the compared OMol25 structures with the same formula, charge and spin: 1.533 eV
* strongest force on any atom: 1.5 eV/Å
* orbital gap: 3.691 eV

Each line ends with the natural charge from an NBO analysis.
Element x y z (Å)
F: -0.59 0.80 5.21  -0.32
F: -3.57 -4.37 4.43  -0.32
O: 2.86 6.35 -3.58  -0.49
O: 2.02 -1.74 -3.87  -0.60
N: 0.15 1.60 -2.48  -0.43
N: 0.53 -3.18 -2.89  -0.85
C: -3.04 -4.21 3.17  0.45
C: 1.90 0.33 2.61  -0.22
C: 0.80 2.83 -2.74  0.19
C: -3.51 -5.05 2.16  0.03
C: 0.98 -1.92 -3.25  0.65
C: 1.12 3.18 -4.06  -0.24
C: -0.70 -0.55 3.26  -0.21
C: 2.22 5.19 -3.25  0.31
C: 1.25 -0.55 1.78  -0.07
C: 1.28 0.81 3.78  0.04
C: 3.54 7.07 -2.52  -0.26
C: 1.74 4.39 -4.32  -0.22
C: -1.50 0.36 -1.33  -0.27
C: -0.88 1.54 -1.57  0.02
C: -2.06 -3.26 2.97  -0.22
C: 1.98 4.78 -1.91  -0.28
C: -0.82 -0.92 -1.64  -0.43
C: -0.02 -1.11 2.13  -0.17
C: 1.20 3.65 -1.67  -0.25
C: -2.88 -4.97 0.91  -0.22
C: -4.68 -5.93 2.40  -0.65
C: 0.54 0.47 -3.17  0.11
C: 1.98 1.73 4.70  -0.65
C: -0.45 -2.20 1.36  0.11
C: -0.02 0.35 4.05  0.44
C: -1.48 -3.12 1.68  -0.17
C: 0.18 -0.76 -2.74  -0.22
C: -1.90 -4.04 0.67  -0.09
H: -1.56 -1.67 -1.93  0.20
H: 3.92 7.97 -3.00  0.21
H: -4.81 -6.56 1.52  0.23
H: 4.38 6.46 -2.14  0.19
H: -2.42 0.35 -0.75  0.22
H: -1.71 -0.84 3.54  0.25
H: -1.67 -2.72 3.83  0.24
H: -0.34 -1.28 -0.70  0.17
H: 0.84 2.50 -4.86  0.22
H: -0.47 -3.35 -2.83  0.38
H: -5.59 -5.33 2.52  0.26
H: 0.96 3.36 -0.65  0.21
H: -3.22 -5.66 0.13  0.24
H: -4.57 -6.57 3.28  0.26
H: -1.44 -3.98 -0.33  0.23
H: 1.87 4.72 -5.35  0.24
H: -1.22 2.50 -1.18  0.22
H: 0.22 -2.51 0.55  0.24
H: 2.84 7.33 -1.71  0.18
H: 2.25 1.22 5.64  0.26
H: 1.28 0.67 -3.95  0.25
H: 2.90 0.68 2.39  0.24
H: 2.38 5.32 -1.06  0.22
H: 1.73 -0.89 0.86  0.24
H: 1.03 -3.95 -3.31  0.41
H: 1.39 2.61 4.96  0.26
H: 2.91 2.05 4.23  0.23

***

The following is a DFT calculation (ωB97M-V/def2-TZVPD) of a structure of composition C28H27F3N4O5S2Y at a distorted geometry.

## Properties
* net charge: +1
* HOMO energy: -11.5 eV
* energy above the lowest of the compared OMol25 structures with the same formula, charge and spin: 0.678 eV
* strongest force on any atom: 1.5 eV/Å
* orbital gap: 9.185 eV

Each line ends with the natural charge from an NBO analysis.
Element x y z (Å)
Y: 0.77 -1.30 -0.66  2.11
S: -0.76 1.95 0.09  1.14
S: 2.79 -2.46 1.09  2.33
F: 3.58 -2.67 -1.36  -0.30
F: 4.02 -4.41 -0.16  -0.29
F: 5.20 -2.61 0.08  -0.29
O: -0.20 -1.36 1.77  -0.62
O: 1.23 -1.37 -4.87  -0.61
O: 3.28 -2.73 2.39  -0.88
O: 2.66 -1.04 0.69  -1.01
O: 1.54 -3.13 0.66  -1.00
N: 0.58 -3.27 -2.08  -0.57
N: 1.32 -0.66 -2.67  -0.86
N: -1.21 -0.40 -1.99  -0.56
N: 0.48 0.93 0.06  -1.24
C: -2.53 -0.46 -1.76  0.06
C: 0.82 -5.61 -2.47  -0.24
C: -2.85 1.28 1.68  -0.22
C: -1.60 2.06 4.05  -0.20
C: -0.09 3.60 0.23  -0.28
C: -1.60 1.53 -3.35  -0.24
C: 1.51 -5.35 -3.65  -0.13
C: -0.13 -1.34 2.98  0.67
C: -0.76 0.58 -2.80  0.27
C: 0.74 0.60 -3.08  -0.28
C: -1.57 1.82 1.67  -0.18
C: 0.39 -4.55 -1.71  0.07
C: -1.21 -1.95 3.82  -0.72
C: -2.89 1.53 4.07  -0.19
C: -0.95 4.65 0.54  -0.20
C: 1.03 -0.73 3.70  -0.74
C: -0.94 2.21 2.84  -0.23
C: -0.45 5.93 0.60  -0.19
C: 1.74 5.12 0.01  -0.21
C: 3.99 -3.09 -0.16  0.72
C: 1.24 3.82 -0.05  -0.16
C: -3.44 0.42 -2.30  -0.27
C: 0.89 6.17 0.34  -0.18
C: -3.51 1.14 2.90  -0.20
C: 1.71 -4.04 -4.04  -0.20
C: 1.30 -1.58 -3.68  0.63
C: 1.23 -3.03 -3.23  0.15
C: -2.96 1.45 -3.11  -0.13
H: -3.41 1.43 5.02  0.23
H: -1.13 2.38 4.97  0.23
H: 0.05 2.65 2.81  0.23
H: 2.78 5.31 -0.20  0.23
H: -0.12 -4.71 -0.77  0.21
H: -4.51 0.73 2.92  0.23
H: -1.89 -2.52 3.20  0.24
H: 1.10 1.12 0.84  0.38
H: 0.87 0.76 -4.16  0.25
H: -2.00 4.46 0.75  0.23
H: -3.64 2.16 -3.55  0.23
H: -0.78 -2.59 4.60  0.25
H: 1.62 -1.53 4.14  0.27
H: 2.20 -3.78 -4.97  0.26
H: 1.28 7.18 0.38  0.23
H: 1.89 3.00 -0.33  0.23
H: -1.19 2.30 -3.99  0.24
H: 1.68 -0.17 3.02  0.24
H: -3.33 0.99 0.76  0.23
H: -2.86 -1.27 -1.11  0.20
H: 1.20 1.45 -2.57  0.22
H: 0.68 -0.10 4.51  0.24
H: -4.49 0.31 -2.10  0.24
H: 0.64 -6.62 -2.13  0.24
H: -1.76 -1.15 4.33  0.25
H: -1.11 6.75 0.85  0.23
H: 1.88 -6.17 -4.26  0.23